Below is C2H3BrFI in the gas phase in a non-equilibrium geometry, with properties calculated with ωB97M-V/def2-TZVPD.

XYZ file:
```
8
Properties=species:S:1:pos:R:3:nbo_charge:R:1
F -0.05 1.73 -0.29 -0.36
C -0.57 0.41 -0.19 0.14
Br -1.96 0.55 1.21 -0.02
C 0.53 -0.52 0.22 -0.54
I 2.12 -0.51 -1.23 0.09
H -1.19 0.05 -1.13 0.22
H 0.85 -0.19 1.13 0.23
H 0.26 -1.52 0.28 0.24
```

- gap between HOMO and LUMO (eV) = 9.96
- SMILES = F[C@H](Br)CI
- molecular weight (g/mol) = 252.85

Below is 2 unconnected molecules or ions with the total composition C2H3BrFNO2 in a non-equilibrium geometry, with properties calculated with ωB97M-V/def2-TZVPD.

XYZ file:
```
10
Properties=species:S:1:pos:R:3:nbo_charge:R:1
C -0.92 1.13 -0.28 -0.74
C 0.50 0.81 -0.30 0.29
N 0.53 -1.97 0.49 0.50
O 0.70 -2.29 1.63 -0.29
O 0.25 -2.58 -0.48 -0.27
F 0.95 0.17 -1.37 -0.32
Br 1.68 1.47 0.95 0.10
H -1.37 0.70 -1.11 0.25
H -1.26 0.40 0.47 0.24
H -1.06 2.16 0.00 0.24
```

- gap between HOMO and LUMO (spin up / spin down) (eV) = 10.71 / 5.93
- molecular weight (g/mol) = 171.95

Below is C2H3BrINO in the gas phase in a non-equilibrium geometry, with properties calculated with ωB97M-V/def2-TZVPD.

XYZ file:
```
9
Properties=species:S:1:pos:R:3:nbo_charge:R:1
C 0.65 1.03 0.26 -0.72
C 0.40 -0.41 0.16 0.60
O 1.05 -1.17 0.80 -0.53
N -0.56 -0.96 -0.67 -0.60
Br -0.80 -2.71 -0.67 0.33
I -2.82 0.19 -0.65 0.16
H 1.70 0.98 0.61 0.26
H -0.16 1.41 0.90 0.25
H 0.54 1.65 -0.75 0.24
```

- gap between HOMO and LUMO (spin up / spin down) (eV) = 6.87 / 6.65
- SMILES = CC(=O)N(Br)I
- molecular weight (g/mol) = 263.86

Below is a molecular structure, C2H3BrINO3 in a non-equilibrium geometry, with properties calculated with ωB97M-V/def2-TZVPD.

XYZ file:
```
11
Properties=species:S:1:pos:R:3:nbo_charge:R:1
C -0.95 -0.10 0.48 -0.12
C 0.57 0.35 0.33 -0.16
N 0.62 0.64 -1.08 0.43
O 0.71 1.74 -1.52 -0.33
O 0.54 -0.42 -1.72 -0.38
O -1.31 -1.30 -0.26 -0.68
Br 1.17 1.95 1.33 0.12
I 1.82 -1.32 0.84 0.24
H -0.92 -0.27 1.62 0.19
H -1.65 0.64 0.21 0.22
H -0.60 -1.91 -0.22 0.48
```

- gap between HOMO and LUMO (eV) = 9.12
- molecular weight (g/mol) = 295.86

Below is a molecular structure, C2H3BrN2O2S in a non-equilibrium geometry, with properties calculated with ωB97M-V/def2-TZVPD.

XYZ file:
```
11
Properties=species:S:1:pos:R:3:nbo_charge:R:1
C -1.41 1.07 -1.36 0.37
C -0.22 -0.62 1.23 -0.61
N -2.29 0.88 -0.65 -0.40
N -0.36 1.14 -2.03 -0.68
O 2.05 0.27 0.58 -0.85
O 1.52 -1.55 -0.91 -0.81
S 1.06 -0.42 -0.20 1.95
Br 0.69 -1.79 2.43 0.11
H -0.25 0.31 1.65 0.24
H -1.21 -1.04 1.11 0.27
H 0.42 1.75 -1.86 0.40
```

- gap between HOMO and LUMO (eV) = 5.89
- molecular weight (g/mol) = 199.03

Below is C2H3BrN2S in the gas phase in a non-equilibrium geometry, with properties calculated with ωB97M-V/def2-TZVPD.

XYZ file:
```
9
Properties=species:S:1:pos:R:3:nbo_charge:R:1
C -1.01 -1.26 -0.10 -0.09
N -1.30 -0.13 -0.61 -0.21
N -0.92 1.02 -0.24 -0.23
C 0.13 1.59 0.04 0.02
S 1.98 0.91 0.10 -0.04
Br 3.08 -1.10 0.45 -0.06
H -0.64 -1.60 0.88 0.18
H -1.46 -2.16 -0.60 0.18
H 0.13 2.73 0.08 0.25
```

- gap between HOMO and LUMO (eV) = 7.22
- SMILES = C=N/N=C\SBr
- molecular weight (g/mol) = 167.03

Below is 2 unconnected molecules or ions with the total composition C2H3BrO2 in a non-equilibrium geometry, with properties calculated with ωB97M-V/def2-TZVPD.

XYZ file:
```
8
Properties=species:S:1:pos:R:3:nbo_charge:R:1
O 0.65 0.31 0.36 -0.53
C 0.01 -0.56 -0.07 0.79
C -0.91 -1.03 -1.09 -0.22
O -0.82 -1.47 0.29 -0.43
H -1.86 -0.39 -1.33 0.19
H -0.76 -1.67 -1.89 0.20
Br 1.44 2.84 2.22 -0.20
H 2.27 1.97 1.52 0.21
```

- gap between HOMO and LUMO (eV) = 11.14
- SMILES = O=C1CO1.Br
- molecular weight (g/mol) = 138.95

Below is 2 unconnected molecules or ions with the total composition C2H3BrO2 in a non-equilibrium geometry, with properties calculated with ωB97M-V/def2-TZVPD.

XYZ file:
```
8
Properties=species:S:1:pos:R:3:nbo_charge:R:1
C -1.29 -0.66 0.22 0.62
C 1.08 0.83 -0.38 -0.16
O -1.28 0.41 0.88 -0.70
O -0.30 -1.09 -0.47 -0.65
Br 2.59 0.09 0.32 0.24
H -2.10 -1.27 0.49 0.13
H 0.97 0.68 -1.44 0.24
H 0.33 1.02 0.38 0.29
```

- gap between HOMO and LUMO (spin up / spin down) (eV) = 7.52 / 7.53
- molecular weight (g/mol) = 138.95

Below is a molecular structure, C2H3BrO3S in a non-equilibrium geometry, with properties calculated with ωB97M-V/def2-TZVPD.

XYZ file:
```
10
Properties=species:S:1:pos:R:3:nbo_charge:R:1
C 0.32 0.16 -0.33 -0.15
C -0.82 0.45 0.74 -0.03
O 0.73 2.80 -1.18 -0.92
O 1.46 0.74 0.02 -0.68
O -0.22 2.19 1.09 -0.81
S 1.07 2.46 0.17 1.73
Br -2.47 0.52 -0.01 0.19
H 0.53 -0.94 -0.48 0.23
H -0.16 0.66 -1.31 0.21
H -0.75 0.18 1.78 0.23
```

- gap between HOMO and LUMO (eV) = 10.11
- molecular weight (g/mol) = 187.01

Below is a molecular structure, C2H3BrO5P2 in a non-equilibrium geometry, with properties calculated with ωB97M-V/def2-TZVPD.

XYZ file:
```
13
Properties=species:S:1:pos:R:3:nbo_charge:R:1
C -0.47 2.88 0.12 -0.32
C -0.81 1.79 0.46 0.28
O -1.20 0.58 0.84 -0.75
P -0.01 -0.57 0.82 2.52
O 1.27 -0.04 0.39 -1.07
O -0.02 -1.13 2.30 -0.96
O -0.65 -1.74 -0.05 -1.07
P -0.29 -1.94 -1.70 1.35
O -0.21 -0.42 -2.28 -0.99
Br 1.89 -2.51 -1.78 -0.27
H -0.01 3.80 -0.14 0.25
H 0.88 -0.99 2.64 0.53
H -0.35 0.29 -1.63 0.51
```

- gap between HOMO and LUMO (eV) = 10.33
- molecular weight (g/mol) = 248.89

Below is C2H3BrOS in the gas phase in a non-equilibrium geometry, with properties calculated with ωB97M-V/def2-TZVPD.

XYZ file:
```
8
Properties=species:S:1:pos:R:3:nbo_charge:R:1
O -1.37 1.22 -0.58 -0.48
C -0.44 0.57 -0.93 0.44
C 0.58 -0.14 0.03 -0.64
S 0.22 0.06 1.84 0.15
Br -1.34 -1.41 1.80 -0.07
H -0.01 0.54 -1.97 0.11
H 0.81 -1.20 -0.18 0.25
H 1.55 0.35 0.00 0.24
```

- gap between HOMO and LUMO (eV) = 8.94
- SMILES = O=CCSBr
- molecular weight (g/mol) = 155.02

Below is a molecular structure, C2H3BrOS in a non-equilibrium geometry, with properties calculated with ωB97M-V/def2-TZVPD.

XYZ file:
```
8
Properties=species:S:1:pos:R:3:nbo_charge:R:1
C 0.38 -0.29 -0.02 -0.50
C -0.49 1.03 -0.10 -0.62
O 0.63 -2.65 0.63 -0.92
S -0.08 -1.44 0.98 1.18
Br 1.48 -0.70 -1.40 0.18
H -0.48 1.53 -1.02 0.24
H -1.42 0.78 0.22 0.22
H -0.02 1.73 0.71 0.22
```

- gap between HOMO and LUMO (eV) = 8.99
- molecular weight (g/mol) = 155.02